The following is a DFT calculation (wB97M-V/def2-TZVPD) of a cluster of 8 separate species, C35H63IN7O4P in total.

Summary:
DFT total energy = -2694.65835 a.u.
Orbital gap = 9.110 eV
SMILES string = CCOCC[C@](I)(OC=O)P(C)O.CCCC#N.CCCC#N.CCCC#N.CCCC#N.CCCC#N.CCCC#N.CCCC#N
HOMO energy = -8.734 eV
E_LUMO = 0.4 eV

Structure (ORCA input):
```
! RIJCOSX wB97M-V def2-TZVPD def2/J DEFGRID3
* xyz 0 1
C -1.4623 -5.2724 -2.4321
C -0.4455 -5.4775 -3.5451
O 0.7855 -5.0039 -3.0444
C 1.9301 -5.2594 -3.8256
C 3.2183 -5.1761 -2.9918
C 3.1955 -5.4313 -1.4799
I 2.0414 -3.8602 -0.4881
O 4.5833 -5.2384 -1.1361
C 4.9039 -5.0280 0.1558
O 5.7878 -4.2938 0.4713
P 2.7767 -7.1661 -0.8582
C 1.6303 -7.8804 -2.0732
O 1.7274 -6.8495 0.3822
H -2.4769 -5.5229 -2.7360
H -1.3932 -4.2309 -2.1028
H -1.1596 -5.8777 -1.5739
H -0.7419 -4.9260 -4.4498
H -0.3842 -6.5388 -3.8262
H 1.8249 -6.2086 -4.3651
H 2.0104 -4.4835 -4.5996
H 3.9918 -5.8230 -3.4209
H 3.5928 -4.1563 -3.0963
H 4.3311 -5.6058 0.8939
H 0.6145 -7.4940 -1.9757
H 1.6016 -8.9514 -1.8496
H 2.0005 -7.7742 -3.0928
H 1.9984 -7.4033 1.1257
C -0.3703 0.6376 2.9711
C 0.5438 -0.5667 3.1347
C 1.2558 -0.9039 1.8191
C 0.2675 -1.1933 0.7787
N -0.5645 -1.3831 0.0045
H -1.1481 0.4273 2.2397
H -0.8638 0.8861 3.9103
H 0.1959 1.5056 2.6364
H -0.0348 -1.4310 3.4676
H 1.2954 -0.3744 3.9029
H 1.9124 -1.7683 1.9308
H 1.8603 -0.0595 1.4828
C -3.7931 -2.3703 -0.8601
C -4.8259 -2.7863 0.1814
C -4.3037 -3.8623 1.1408
C -3.9276 -5.0881 0.4334
N -3.6189 -6.0335 -0.1469
H -3.5187 -3.2093 -1.5005
H -4.1922 -1.5824 -1.5007
H -2.8818 -1.9945 -0.3912
H -5.7256 -3.1547 -0.3157
H -5.1216 -1.9185 0.7742
H -5.0604 -4.1189 1.8831
H -3.4236 -3.4981 1.6743
C -5.9728 1.4763 0.4956
C -4.7295 2.3572 0.4958
C -3.4800 1.6214 0.9910
C -3.6400 1.1509 2.3676
N -3.7889 0.7822 3.4480
H -6.2211 1.1429 1.5040
H -6.8318 2.0228 0.1067
H -5.8263 0.5918 -0.1282
H -4.9008 3.2363 1.1196
H -4.5333 2.7172 -0.5156
H -2.6051 2.2724 0.9578
H -3.2680 0.7551 0.3599
C 1.9734 4.8770 4.6675
C 2.8823 3.6669 4.8362
C 3.6269 3.2881 3.5497
C 2.6967 2.9459 2.4738
N 1.9374 2.6745 1.6516
H 1.1887 4.6809 3.9334
H 1.4961 5.1272 5.6098
H 2.5403 5.7499 4.3372
H 2.2951 2.8114 5.1763
H 3.6234 3.8715 5.6103
H 4.2787 2.4295 3.7165
H 4.2498 4.1168 3.2085
C 2.5521 1.0013 -4.9391
C 1.8341 0.0961 -3.9478
C 2.7686 -0.8492 -3.1872
C 3.4820 -1.7600 -4.0836
N 4.0355 -2.5120 -4.7589
H 3.0496 0.4252 -5.7218
H 1.8385 1.6684 -5.4177
H 3.3011 1.6190 -4.4409
H 1.0812 -0.4988 -4.4715
H 1.3035 0.7087 -3.2170
H 2.2040 -1.4600 -2.4801
H 3.5105 -0.2853 -2.6185
C -2.6761 0.9593 -3.5513
C -2.9363 1.6684 -4.8755
C -1.6540 1.9045 -5.6819
C -0.7043 2.7413 -4.9482
N 0.0506 3.3916 -4.3720
H -2.0362 1.5575 -2.9008
H -3.6119 0.7803 -3.0216
H -2.1902 -0.0055 -3.7087
H -3.4263 2.6262 -4.6919
H -3.6182 1.0730 -5.4847
H -1.8744 2.3947 -6.6307
H -1.1650 0.9536 -5.9042
C 2.6173 10.4402 5.8323
C 1.3365 9.9745 5.1509
C 0.3872 9.2403 6.1052
C 1.0078 8.0386 6.6636
N 1.5024 7.0981 7.1058
H 3.1939 9.5956 6.2117
H 3.2493 10.9836 5.1305
H 2.3977 11.1042 6.6704
H 1.5817 9.3181 4.3140
H 0.8065 10.8335 4.7367
H -0.5237 8.9391 5.5869
H 0.0995 9.8896 6.9339
*
```